Density functional theory data (wB97M-V/def2-TZVPD) for a structure of composition C21H40NOReS3Si2.

Values from the calculation:
2S+1 ... 4
Highest occupied orbital energy (alpha / beta) ... -0.36320 / -0.37710 hartree
Frontier orbital gap (alpha / beta) ... 7.779 / 7.107 eV
Charge ... +1

Structure (XYZ):
```
69
Properties=species:S:1:pos:R:3:forces:R:3
H -2.69822 -1.16947 -0.18031 -0.0592 -0.0992 -0.0283
C 2.68866 2.63404 2.22198 -0.0282 0.0435 0.0488
H 4.01392 0.03536 -1.15136 -0.1375 0.0227 -0.0868
C -0.56555 -0.34730 -4.56429 -0.0320 0.0007 -0.0096
C 1.57087 3.41262 2.92065 0.0539 -0.0817 -0.0324
H -2.89918 -1.94931 -1.76193 0.0478 0.0034 0.2114
H 3.53018 2.49281 2.90216 0.0119 0.0668 -0.0126
O -1.72775 3.28913 -0.49112 -0.1902 -0.1879 0.0139
C 0.28008 -1.32436 -0.94745 -0.1961 0.6368 0.0102
H -3.85500 1.53368 -0.91388 0.0277 0.0152 0.1026
H -3.17254 4.60641 0.24175 -0.0136 -0.0114 0.0162
C 2.89660 -2.36355 0.45655 0.0580 -0.1049 0.2740
H -2.11269 3.00373 2.37054 0.0783 -0.0359 0.0501
H 2.15234 -2.78954 1.13901 0.2344 0.0874 -0.1209
H -3.32590 -2.82122 -0.27635 0.1289 0.1203 -0.1099
H 1.76697 0.85394 3.88287 -0.0105 -0.0475 0.0279
N -0.24584 0.67215 -2.05773 0.1647 0.0950 -0.4721
H -2.40649 5.02010 -1.30397 0.0529 0.0202 0.0053
H -3.95009 2.38167 0.63461 0.0930 -0.1167 -0.0375
H 3.01927 0.13416 -2.61499 0.0097 -0.0032 0.1339
H -0.85477 1.71879 -5.17172 0.0136 -0.0885 0.0694
H 0.31821 -4.60217 -1.78576 -0.1743 -0.0388 -0.0228
C -1.05749 1.49604 3.51543 -0.0260 0.0602 0.0359
H -1.04208 -4.52323 1.09791 0.0249 0.1876 0.0467
C -0.29188 -1.19628 -3.51095 0.1127 -0.0288 -0.0393
C -0.51322 1.50857 -3.08072 0.0540 -0.0423 0.2664
H -3.63638 3.73925 -1.24879 -0.0033 0.0322 -0.0423
C -0.08004 -0.66045 -2.23316 -0.1814 0.0737 -0.0400
H 1.29580 2.95204 3.87000 0.0442 0.0171 -0.0211
C -0.64821 -3.49863 1.12181 0.0631 -0.0679 0.3246
H 2.48360 0.91997 -1.12616 0.0701 -0.0401 -0.0832
H 0.39191 -3.56894 1.45679 -0.2288 -0.0563 -0.0233
C -1.93687 2.02858 -0.08457 0.1294 0.1753 -0.0514
C -0.70338 -4.20922 -1.76626 0.0409 -0.2705 -0.2424
H -0.20817 1.42303 4.19557 -0.0670 0.0298 -0.0432
H -0.99535 -3.96324 -2.79404 0.0575 -0.0969 0.1818
C 2.53871 -2.73580 -2.48256 0.0822 -0.2208 -0.2489
H 1.92771 4.41717 3.14567 0.0743 -0.0218 0.0526
H -0.60629 2.56022 -2.83664 -0.0025 -0.0729 0.0450
Si 2.13865 -1.57880 -1.07075 -0.0264 -0.1560 -0.0349
S -0.88248 0.13084 2.32147 0.1357 -0.0523 -0.2031
H 2.12566 -3.73778 -2.32098 0.1258 0.1481 -0.0760
S 2.25485 1.01151 1.55313 0.0098 -0.1196 -0.0171
H -1.95076 1.25753 4.09410 0.0294 0.0677 0.0452
C -0.65979 1.03408 -4.35553 -0.0006 -0.1047 -0.1970
H 0.72751 -1.51317 2.23337 0.0293 -0.1499 -0.0708
C -1.19701 2.90845 2.96052 -0.0062 -0.0040 -0.0121
C 0.58336 -0.72096 2.95900 -0.0471 0.1141 0.0577
C 1.84159 0.12507 3.07755 -0.0010 -0.0415 0.0117
H -1.30059 3.58308 3.81136 -0.0803 -0.0058 0.0295
H 2.66927 -0.54174 3.31794 0.0192 -0.0113 0.0558
H -1.22723 -2.94478 1.87217 0.1355 -0.0749 -0.0748
H -3.45853 0.67611 0.57533 -0.0419 -0.0329 0.0292
H 0.33047 -1.17921 3.91590 0.0269 0.0111 0.0185
H 2.16499 -2.35916 -3.44288 0.1086 -0.1057 0.1482
C 2.98160 0.03259 -1.52310 0.1604 0.2104 -0.1562
C -2.81948 4.21201 -0.71062 0.1381 -0.1129 0.0370
Si -0.85183 -2.77029 -0.58835 -0.0862 0.0367 -0.0175
C -3.37840 1.63425 0.07062 -0.0711 -0.0318 -0.0984
C -2.60360 -2.12021 -0.71680 -0.3250 -0.0196 -0.1046
H -0.70447 -0.75103 -5.56170 0.0239 0.0268 0.0839
H -1.36229 -5.02023 -1.42787 0.0980 0.1370 -0.0688
H 3.62920 -2.83867 -2.57119 -0.1773 0.0250 -0.0022
H 3.06163 3.18824 1.35906 -0.0300 0.0073 0.0138
H 3.54972 -3.18845 0.13764 -0.1253 0.1942 0.1080
H -0.19343 -2.26415 -3.65976 -0.0232 0.1469 -0.0230
Re -0.42762 0.72030 0.00348 -0.2479 0.0120 0.4765
S 0.10296 3.55649 1.88348 -0.0578 0.0058 -0.0891
H 3.51464 -1.65268 1.01482 -0.0707 -0.0744 -0.0184
```
Positions in Å, forces in eV/Å.